A structure of composition C37H35AuGe2N3, computed with ωB97M-V/def2-TZVPD.

Expectation value of S² = 0.79
Net charge = 0
Multiplicity = 2

CARTESIAN COORDINATES (ANGSTROEM)
Au 0.5414 0.2591 0.9183
Ge 1.1955 3.5301 -0.6311
Ge -0.2927 -0.2734 -1.9746
N 1.3033 0.4839 2.9490
N -0.4634 -1.4820 1.6077
N -1.2851 -4.7621 9.8212
C -0.9584 -2.9310 -2.9955
C 1.6103 0.2592 5.1926
C -0.3609 4.4579 0.1278
C -3.6904 -2.6969 -2.5983
C -0.2025 -2.0129 5.3441
C -2.8535 -1.6286 -2.3069
C -0.9412 1.0642 -4.8768
C 1.5633 1.8590 0.2867
C 1.3788 1.4191 -5.5178
C 2.7882 4.6340 -0.3150
C -1.5388 1.1546 -1.4048
C 2.7645 1.2613 -5.2653
C -1.4788 -1.7257 -2.5193
C 0.9149 0.2878 -3.3960
C 0.9312 -0.2632 4.0548
C -1.0494 -4.1520 8.8763
C 2.2641 0.1421 -3.1993
C 0.5061 -3.5001 7.1000
C 0.4389 0.9081 -4.5903
C 0.9778 3.4944 -2.5771
C 0.9156 2.0846 -6.6793
C -3.1609 -3.8841 -3.0838
C -1.6591 -3.4117 1.6419
C -1.7923 -4.0004 -3.2845
C -1.3594 1.7453 -5.9835
C -1.1118 -2.3741 0.8641
C 0.7782 -2.8027 5.9362
C -1.7312 -2.5904 7.1136
C -0.7529 -3.3991 7.6870
C -1.3204 -3.1265 2.9424
C 2.3847 1.3053 4.7543
C -1.4535 -1.9055 5.9438
C 3.1996 0.6191 -4.1449
C 0.0586 -1.3465 4.0342
C 2.1540 1.4084 3.3641
C -0.5678 -1.9216 2.9258
C -0.4187 2.2655 -6.8977
H -4.7575 -2.6015 -2.4429
H 3.0402 1.9319 5.3365
H 2.5717 2.1214 2.6696
H -0.0408 5.0977 0.9512
H 2.9023 4.8482 0.7488
H -0.8286 5.0882 -0.6300
H -2.2204 0.7414 -0.6608
H 2.7009 5.5822 -0.8474
H 2.6293 -0.3257 -2.2921
H 1.8003 2.9675 -3.0601
H 0.9869 4.5316 -2.9197
H -1.1112 3.7662 0.5108
H -0.9868 1.9640 -0.9434
H -1.3761 -4.9251 -3.6635
H 2.6311 1.7613 0.4977
H -3.8144 -4.7181 -3.3054
H 1.6452 2.4446 -7.3952
H 3.6881 4.1231 -0.6600
H -2.4170 1.8875 -6.1656
H 3.4725 1.6703 -5.9766
H 0.0414 3.0367 -2.8900
H 1.2592 -4.1287 7.5551
H 1.7482 -2.8878 5.4639
H -2.7035 -2.5121 7.5803
H -2.1208 1.5584 -2.2388
H -1.5482 -3.7111 3.8186
H 1.5241 -0.1158 6.1996
H -3.2840 -0.7101 -1.9287
H -2.2124 -1.2889 5.4799
H -1.6698 0.6299 -4.2036
H -0.7609 2.7980 -7.7755
H 4.2581 0.4814 -3.9656
H 0.1100 -3.0314 -3.1533
H -2.2218 -4.2507 1.2668
H -1.1613 -2.2770 -0.2050

---

A structure of composition C37H35BBrF2N6O3S2W, computed with ωB97M-V/def2-TZVPD.

Expectation value of S² = 2.03
Net charge = +1
Multiplicity = 3

CARTESIAN COORDINATES (ANGSTROEM)
W 0.6093 -0.3127 0.8459
Br 2.1250 0.1392 8.1012
S -0.5694 0.7865 -1.0823
S -2.3010 -1.9254 -2.5598
F 2.9450 1.4782 -0.4684
F 3.8086 -0.0916 0.9674
O -1.2573 -2.9898 -2.5708
O 1.8840 1.1495 1.6764
O -1.0297 -1.5539 0.6589
N 0.6914 3.1497 -1.0024
N 0.6069 2.1028 -3.0346
N 1.6074 -1.5385 2.2913
N -0.8292 0.6022 2.0917
N 1.5292 -1.9317 -0.3040
N -2.0207 -0.1088 2.1821
C -3.2563 -1.9844 1.3401
C 0.3211 2.6744 2.6517
C -0.7913 1.7318 2.7015
C -2.0281 -1.1608 1.4046
C -1.8681 -0.7793 -3.8783
C -3.7379 -2.6353 -3.3755
C 1.7368 -1.1790 3.6705
C 2.2996 3.7989 -2.7239
C 2.9872 -0.8751 4.1860
C -1.1102 1.0146 -5.8400
C -2.1937 1.3033 -5.0144
C 0.0961 3.9584 3.1647
C 0.5984 -1.0816 4.4579
C -0.4048 -0.1694 -5.6743
C -4.3854 -3.9412 0.5122
C -4.4214 -1.5891 1.9924
C -5.5467 -3.5450 1.1626
C 2.1863 -2.8522 0.4366
C 1.9683 -0.3999 6.2996
C 1.4085 -2.1449 -1.6157
C 2.5850 3.3693 2.1015
C 0.7148 -0.6992 5.7835
C 0.3365 2.1095 -1.7394
C 1.2981 3.2020 -3.6996
C 1.0753 4.9319 3.1391
C 1.9465 -3.2573 -2.2354
C -0.7847 -1.0734 -4.6857
C -5.5624 -2.3695 1.9017
C 3.1047 -0.4838 5.5113
C 1.5927 2.4014 2.1240
C 2.6442 -4.1875 -1.4837
C -2.5709 0.4100 -4.0248
C 1.5790 4.2227 -1.4552
C 2.3243 4.6332 2.6056
C 2.7667 -3.9794 -0.1223
C -3.2415 -3.1632 0.5967
C 2.2426 -2.5660 1.8525
B 2.6862 0.5605 0.5282
H 1.7919 2.8032 -4.5833
H -0.2643 -2.0122 -4.5382
H -0.3755 -1.3111 4.0415
H -4.4226 -0.6711 2.5629
H 3.2929 -4.6795 0.5122
H 2.7945 4.6601 -3.1697
H -2.3331 -3.4614 0.0893
H -2.7422 2.2272 -5.1434
H -4.1370 -3.3847 -2.6936
H 0.2932 1.3044 -3.5682
H -0.8231 1.7114 -6.6169
H 0.9902 5.1271 -1.6217
H 3.8591 -0.9095 3.5445
H 0.4640 3.0995 -0.0212
H -3.3959 0.6438 -3.3614
H 2.8191 -3.2010 2.5193
H 0.8600 -1.3978 -2.1689
H -4.3683 -4.8625 -0.0562
H 4.0728 -0.2371 5.9239
H -6.4673 -2.0606 2.4082
H 1.7991 -3.3913 -3.2970
H -0.1629 -0.6344 6.4109
H 3.1039 5.3835 2.5928
H 0.8731 5.9151 3.5401
H -0.8764 4.1806 3.5873
H 2.2903 4.4200 -0.6541
H -4.4795 -1.8555 -3.5448
H 0.5726 3.9527 -4.0254
H -1.6808 2.0274 3.2522
H 3.0557 3.0513 -2.4834
H 0.4310 -0.3994 -6.3231
H -6.4392 -4.1537 1.0970
H 3.0769 -5.0627 -1.9480
H -3.4228 -3.0919 -4.3122
H 3.5560 3.1093 1.6998

---

| no. | calculated total energy (eV) |
| --- | --- |
| 1 | -160127.9199 |
| 2 | -153670.8772 |